No. 1
This record from OMol25 describes a 10-piece molecular cluster, C40H98N2O12 overall. The level of theory is ωB97M-V/def2-TZVPD.

Atoms and positions in Å:
H (0.6968, -24.7011, -15.4208)
C (7.9026, -20.7515, -10.4523)
H (-0.2938, -17.2157, -13.2402)
O (9.1097, -20.0761, -10.1237)
H (2.0174, -20.8719, -18.4162)
N (6.6668, -18.5860, -4.9531)
H (-0.9953, -17.9978, -11.8034)
H (3.7631, -20.8866, -8.4207)
H (4.4943, -19.9375, -9.7301)
H (2.6417, -17.1609, -7.1699)
H (3.2954, -16.8422, -4.2099)
H (0.7376, -15.9722, -11.4362)
C (7.7068, -24.2044, -7.6143)
H (6.9323, -19.5214, -14.3555)
O (6.8086, -22.2887, -11.7411)
C (-0.1379, -22.6597, -6.4973)
H (-0.8973, -21.9241, -6.1088)
H (8.3892, -21.3227, -12.4928)
H (7.1151, -19.1158, -8.3333)
C (4.3864, -20.9313, -9.3287)
H (1.8929, -21.7537, -5.3820)
C (5.2192, -17.5033, -13.7904)
C (8.2830, -18.8175, -2.9732)
H (1.7898, -18.6517, -10.3175)
H (5.6295, -22.3518, -7.1183)
H (8.3682, -18.4790, -1.9462)
H (8.8278, -22.5056, -11.1987)
O (4.6419, -16.2996, -5.6516)
H (6.6772, -23.1427, -12.1736)
C (1.0740, -17.0096, -11.5688)
H (4.4308, -27.5956, -8.1630)
C (1.0761, -20.3313, -15.9090)
H (5.0260, -21.8255, -11.7844)
H (0.2642, -23.2836, -5.6993)
C (6.5613, -19.0363, -7.3547)
C (-0.0468, -17.7740, -12.3129)
H (2.8349, -15.5202, -5.3207)
C (1.4512, -17.6110, -10.2782)
H (9.3347, -19.5639, -7.0486)
H (0.7636, -26.9034, -6.9925)
O (6.0747, -25.6631, -6.5082)
C (8.7247, -16.6534, -5.1738)
H (6.2382, -25.3534, -5.6000)
C (8.0774, -21.7856, -11.5371)
C (3.3091, -16.4980, -5.2476)
H (0.2055, -20.3624, -15.2565)
H (6.0614, -20.0102, -7.2682)
H (5.4639, -20.1194, -15.1151)
H (-0.2766, -20.1119, -7.4452)
H (9.2813, -15.7705, -5.4931)
H (3.4185, -21.0748, -17.3843)
C (1.1562, -22.0398, -13.2300)
C (2.5392, -24.0817, -13.6175)
O (4.0801, -21.5881, -11.7117)
H (-0.8997, -22.0343, -15.2501)
C (5.4868, -23.3045, -6.5970)
H (1.6488, -22.5054, -7.6246)
H (0.8247, -25.3139, -7.6273)
H (2.9802, -25.7559, -8.7372)
H (0.7802, -26.6887, -8.7323)
C (3.6553, -21.8064, -10.3793)
H (8.6446, -17.1214, -7.3459)
C (7.5043, -18.6404, -6.2400)
H (2.6392, -21.4806, -10.4709)
H (2.8704, -24.7671, -14.4363)
H (5.7780, -18.3015, -7.5093)
C (1.5520, -21.6974, -16.4490)
H (7.0504, -20.0695, -10.7254)
H (3.2497, -20.9361, -14.5887)
H (0.3025, -18.7498, -12.5943)
C (0.9710, -21.8430, -7.1194)
H (2.9299, -19.4521, -6.1333)
H (3.7260, -20.1515, -12.7293)
O (2.1595, -16.9175, -12.4509)
C (5.9375, -19.9336, -14.1674)
C (5.1655, -18.9249, -13.2940)
H (1.2759, -20.1224, -8.3772)
H (3.4189, -23.6068, -9.0382)
H (9.3333, -19.4289, -5.3011)
H (6.2592, -17.1712, -13.7133)
H (6.0693, -20.8338, -13.6211)
C (3.3512, -27.6681, -7.9480)
H (2.4897, -17.8159, -12.6732)
C (0.4328, -20.7463, -8.0232)
H (-0.4996, -23.3432, -7.2375)
H (2.2323, -17.0125, -9.8293)
C (7.6932, -16.5223, -4.0505)
C (8.7054, -19.6279, -6.1828)
H (2.0539, -21.5127, -13.0110)
H (5.3763, -21.2655, -9.3095)
H (8.2238, -16.1481, -3.1799)
C (-0.5947, -22.9848, -15.7411)
H (4.8196, -17.5206, -14.8022)
O (1.6613, -21.1313, -6.0768)
H (3.0719, -28.3534, -8.7560)
H (8.0972, -25.2047, -7.9120)
C (0.3228, -23.8248, -14.8395)
H (-0.0091, -21.1043, -8.9655)
H (2.9793, -23.8489, -10.7421)
H (4.4045, -23.5161, -6.5739)
H (2.6601, -22.4945, -18.1473)
N (2.2260, -22.4821, -15.3959)
H (9.4995, -17.3707, -4.9464)
H (5.5765, -24.6643, -8.1157)
H (3.3457, -23.4881, -13.2187)
H (7.5686, -21.3223, -9.5947)
C (1.5134, -23.0555, -14.2795)
C (2.4715, -21.5170, -17.6428)
H (5.0475, -19.4478, -4.8307)
H (7.8492, -23.4254, -8.3979)
H (5.6439, -18.7764, -2.4154)
H (4.6243, -16.7875, -13.2093)
C (2.6745, -26.3357, -7.8609)
H (0.7523, -22.6618, -12.3922)
H (9.2749, -18.6889, -3.4006)
H (0.3699, -21.3613, -13.5862)
H (1.6314, -17.6808, -5.8559)
H (0.6849, -17.5643, -9.4989)
C (2.6710, -17.5147, -6.1280)
H (6.9596, -15.8326, -4.4473)
H (6.2762, -17.2020, -2.0036)
O (3.7467, -19.3276, -13.2882)
H (3.1739, -28.2584, -7.0315)
C (0.3001, -22.4846, -16.9494)
H (1.8778, -19.8158, -15.3223)
H (5.2062, -17.0945, -5.5215)
O (3.2002, -25.5998, -6.7287)
C (7.1760, -17.9768, -3.7011)
H (8.3711, -20.6747, -6.0554)
O (3.4057, -21.8565, -14.9578)
H (-1.5374, -23.4584, -16.0145)
H (9.1851, -19.3684, -10.7588)
H (4.1313, -25.8211, -6.6483)
H (-0.1918, -21.8829, -17.7170)
H (5.5410, -18.9587, -12.2790)
C (3.6468, -23.3154, -10.0847)
C (1.1852, -26.3380, -7.8049)
H (2.0720, -24.6370, -12.8063)
C (8.0070, -17.1406, -6.4719)
O (5.9517, -19.7638, -4.7476)
C (6.1943, -24.4622, -7.2605)
H (-0.2800, -24.1879, -13.9804)
C (6.0107, -17.8484, -2.8395)
H (7.1995, -16.4349, -6.6764)
H (0.8651, -19.6255, -16.7243)
O (3.4589, -18.6883, -5.9011)
H (5.7779, -23.0682, -5.5781)
H (0.7229, -23.3741, -17.4284)
H (5.1559, -17.3560, -3.3539)
H (8.2561, -24.0826, -6.6731)
H (4.6624, -23.6234, -10.2559)
H (8.0943, -19.9241, -3.0200)

Properties
LUMO (eV): 0.3275
HOMO-LUMO gap (eV): 8.4
Highest occupied orbital energy (eV): -8.12
Structure (SMILES): CC1(C)CCCC(C)(C)N1O.CC1(C)CCCC(C)(C)N1O.CC(C)O.CC(C)O.CC(C)O.CC(C)O.CC(C)O.CC(C)O.OCCO.OCCO

---

No. 2
This record from OMol25 describes C40H99Cl2N6NaO17SV as an isolated structure. The level of theory is ωB97M-V/def2-TZVPD.

Atoms and positions in Å:
H (6.3683, 13.9003, 31.1229)
O (10.8131, 5.8554, 24.2319)
H (5.0234, 15.5517, 26.1480)
C (8.2049, 6.9241, 30.0892)
H (3.3445, 6.6847, 28.5768)
H (4.9660, 15.2731, 32.5414)
H (4.9064, 17.3185, 28.0722)
O (7.4445, 12.1051, 29.1436)
C (4.4169, 15.7407, 25.2509)
C (9.8035, 5.3075, 23.4049)
N (6.5800, 13.2234, 31.8507)
O (-2.3099, 14.7882, 24.6117)
H (9.8898, 13.8925, 32.2484)
H (2.4526, 12.8657, 32.0770)
H (2.9077, 16.1407, 33.6979)
N (8.3713, 7.0727, 24.4521)
H (9.1448, 12.9095, 30.9938)
C (2.0980, 12.2613, 32.9129)
H (2.2121, 6.2157, 32.8442)
H (5.0052, 17.7576, 25.4858)
H (3.3799, 15.7975, 25.6102)
C (4.5354, 12.1754, 24.2207)
H (12.4838, 5.2529, 25.2163)
H (9.3289, 10.3246, 29.9388)
C (4.9243, 17.0328, 24.6618)
Cl (4.2406, 15.5294, 29.5346)
H (-0.5365, 8.6702, 32.4495)
O (4.6073, 8.9109, 34.1761)
H (5.5140, 12.3268, 33.4161)
H (3.0602, 10.1638, 29.3323)
H (7.7843, 5.1781, 25.1410)
H (1.5579, 14.0208, 28.9253)
N (7.4692, 9.3535, 29.7010)
H (-1.4718, 12.9307, 30.6805)
C (8.9921, 13.7983, 31.6243)
H (5.8297, 14.7729, 34.0210)
H (4.2212, 14.9430, 23.4537)
C (11.9695, 5.0420, 24.2784)
H (9.2840, 9.3600, 28.4824)
C (5.3724, 13.1540, 32.7148)
H (7.9236, 6.0276, 22.6266)
V (6.8137, 11.1069, 30.9620)
H (-0.5315, 14.4435, 30.9256)
H (-4.3039, 14.4182, 24.5237)
C (6.1155, 8.5964, 25.8335)
H (5.4805, 9.3307, 26.3299)
O (3.9965, 17.5078, 23.7107)
O (6.3983, 10.4605, 34.8952)
C (1.5479, 6.8038, 32.2084)
O (8.8304, 14.9692, 30.8525)
C (-0.5518, 13.4624, 30.4418)
H (5.5777, 5.4050, 25.2847)
C (10.0497, 15.4756, 30.3436)
H (9.1235, 7.1090, 29.5068)
H (6.7034, 8.0656, 31.0384)
H (11.7333, 3.9737, 24.3610)
C (4.1923, 17.1819, 28.8874)
H (1.5244, 8.2023, 33.7368)
H (8.2754, 13.8261, 28.2968)
H (4.1610, 16.2949, 34.9635)
O (3.8919, 14.3870, 34.1493)
C (7.3122, 13.3620, 28.5100)
H (7.7339, 6.5443, 26.3494)
H (7.0755, 8.8274, 28.9201)
H (4.1735, 19.2484, 29.4811)
H (0.5474, 9.0867, 31.1473)
H (6.6638, 13.2997, 27.6304)
H (7.8934, 4.5486, 29.6061)
H (12.5857, 5.2357, 23.3992)
C (4.0257, 6.5665, 29.4312)
H (8.0531, 13.1201, 33.4312)
H (0.5574, 6.3263, 32.3086)
H (-3.3359, 13.3137, 23.5226)
C (3.6365, 11.1003, 29.4557)
H (2.9775, 11.8136, 30.0007)
H (6.6162, 4.6724, 28.3533)
H (-0.2168, 11.0641, 32.7076)
C (0.0736, 15.1268, 24.8686)
S (5.9517, 9.4392, 33.9068)
H (-3.2873, 13.0951, 25.2364)
C (8.2115, 11.2148, 28.3369)
O (1.8881, 10.9194, 32.5283)
Cl (3.1544, 18.1198, 31.2235)
H (7.0539, 8.5399, 26.3889)
H (10.6362, 14.6353, 29.9586)
H (1.7685, 5.5835, 30.4866)
H (5.1713, 18.7542, 22.4834)
H (3.7976, 13.3648, 25.8700)
H (1.6905, 13.8761, 26.8217)
H (4.5536, 12.8563, 32.0560)
H (3.5034, 19.2489, 22.7320)
H (9.2026, 7.1951, 22.5912)
H (9.2551, 7.2702, 24.9076)
H (-0.9324, 14.1976, 23.2706)
H (1.1935, 12.7470, 33.2954)
O (7.2895, 6.4412, 29.1203)
C (1.9717, 6.6227, 30.7596)
H (10.6176, 15.9568, 31.1490)
H (4.5136, 11.4593, 27.3993)
N (4.6504, 14.6237, 24.3176)
H (-0.1337, 16.1323, 24.4882)
H (1.0183, 14.8101, 24.4260)
H (9.4502, 4.3619, 23.8362)
H (0.5955, 10.1586, 33.9497)
C (4.2413, 10.6929, 22.4006)
H (5.2353, 10.2790, 22.6137)
H (4.7655, 7.3521, 29.2897)
H (8.3155, 5.0663, 27.9571)
C (3.3909, 15.6382, 34.5473)
C (7.7220, 8.2330, 30.6694)
C (4.3591, 18.2667, 29.9150)
H (1.4874, 7.3189, 30.0641)
C (7.5407, 5.1034, 28.7312)
H (9.8561, 16.2315, 29.5880)
H (2.8972, 13.4794, 24.3601)
H (8.3357, 6.2191, 30.9124)
H (-0.7285, 15.5163, 26.6839)
O (3.3671, 6.9021, 30.6385)
H (7.5988, 14.7372, 32.8214)
C (4.3537, 18.7559, 23.2125)
C (5.0251, 14.4994, 33.3197)
H (9.0964, 11.6833, 27.8917)
C (8.7656, 6.4079, 23.2105)
C (3.9070, 13.4463, 24.7899)
H (4.4566, 5.5660, 29.4183)
C (7.7874, 13.6964, 32.5455)
H (6.7785, 14.0355, 29.1769)
N (0.1891, 15.2801, 26.3190)
H (0.2948, 12.8885, 30.8427)
H (8.2341, 8.5101, 31.5935)
H (-0.9237, 13.1813, 24.6682)
O (4.0520, 11.9952, 22.9089)
O (7.0071, 8.3963, 33.9752)
C (8.6667, 9.9961, 29.1266)
H (0.0110, 13.1967, 26.7171)
H (2.6003, 15.4417, 35.2697)
C (7.5385, 6.2321, 25.3240)
O (4.8036, 10.7755, 30.1213)
H (4.2497, 12.8787, 28.4007)
H (4.3378, 11.3110, 24.8657)
H (2.8991, 12.0128, 27.6571)
H (5.6191, 12.3591, 24.2192)
H (6.2424, 8.9781, 24.8135)
H (2.8239, 12.2862, 33.7258)
C (0.6379, 10.4018, 32.8700)
H (4.5964, 19.5015, 23.9866)
H (3.5277, 9.9694, 22.8112)
H (7.5866, 10.8897, 27.4969)
H (4.1246, 10.8144, 21.3255)
H (5.9219, 16.8616, 24.2431)
C (0.6282, 14.0558, 26.9960)
H (5.8263, 6.5464, 23.9922)
N (1.5521, 8.1630, 32.7253)
C (3.8642, 11.8811, 28.1718)
C (0.4868, 9.0253, 32.2401)
H (3.2380, 17.2624, 28.3649)
C (-3.3654, 13.8767, 24.4678)
O (-0.4670, 13.4246, 29.0337)
C (-1.0408, 14.2323, 24.3709)
H (5.3735, 18.3061, 30.3085)
C (0.5575, 14.2367, 28.5196)
H (0.4021, 15.2886, 28.8011)
H (10.2150, 5.0136, 22.4283)
C (6.0467, 6.3637, 25.0558)
Na (3.5829, 9.0552, 31.6462)
O (5.9764, 10.0178, 32.5114)
O (5.3940, 7.3915, 25.7769)

Properties
LUMO (alpha / beta) (eV): 0.0443 / 0.0419
HOMO-LUMO gap (alpha / beta) (eV): 6.3 / 6.3
Multiplicity: 4
Highest occupied orbital energy (alpha / beta) (eV): -6.26 / -6.27
⟨S²⟩: 3.755